Record 1
A molecular structure, C30H41F7Ge2N2O2Rb, computed with ωB97M-V/def2-TZVPD.

Element x y z (Å)
C -5.882 0.129 -3.345
H -2.745 2.443 -1.505
H -8.679 -0.223 -5.245
C 0.834 -3.526 0.655
N 2.956 0.773 -0.460
C 2.711 2.216 -0.499
Rb 0.420 -0.559 0.651
C -0.934 2.225 2.610
H 2.013 -0.166 -3.618
C -6.693 -0.129 -4.454
C -1.210 2.684 -4.148
H -6.235 -0.429 -5.387
H 1.942 2.395 -1.253
H 3.243 -1.049 1.688
H 3.039 2.840 1.546
C -1.825 2.774 3.488
H 4.153 1.137 1.200
H 3.622 2.744 -0.839
C -4.404 0.028 -3.434
H -3.379 2.556 0.979
F 0.176 -5.000 2.452
H 3.830 -1.737 0.181
N 1.025 2.232 1.269
H -0.763 3.562 -4.619
C -0.866 -1.894 -6.248
C -6.503 0.475 -2.150
Ge -1.796 -0.163 -4.105
H -1.124 1.455 -5.925
H -3.781 0.852 0.930
H 2.098 3.927 0.552
Ge -3.033 -0.036 -1.976
H 4.971 -1.238 1.432
C 0.281 2.847 2.178
C -8.070 -0.017 -4.374
H -5.239 -2.145 -1.313
C -0.948 -1.826 -4.726
O 1.950 -3.666 0.152
H -0.872 2.657 -3.110
C -0.433 4.633 3.731
H -4.597 -2.935 0.130
C 1.827 0.065 -2.568
H -5.031 -1.230 0.176
C -8.670 0.351 -3.177
H -0.400 -2.824 -6.583
C 0.479 4.095 2.852
C -4.587 -2.008 -0.447
C -3.718 1.755 0.320
H -0.277 -1.067 -6.650
H 3.821 0.892 -2.385
F 0.022 -2.868 2.841
H 3.618 -0.732 -1.730
H -2.324 4.449 4.767
F -0.140 5.833 4.283
H 0.227 1.211 -4.831
C 3.135 0.243 -1.811
H -1.525 -2.662 -4.326
H -8.341 0.870 -1.123
H -4.176 -0.053 -5.559
F 1.626 4.802 2.648
C 2.233 2.865 0.797
C -1.618 4.012 4.080
H -2.519 -1.551 0.002
F -2.946 2.080 3.786
C -3.705 -0.068 -4.578
C 0.759 -3.810 2.200
C -3.163 -1.660 -0.876
F 1.956 -3.820 2.805
H -2.731 -2.474 -1.460
C -0.846 1.390 -4.869
C 4.111 0.432 0.370
H -5.887 0.649 -1.275
H 1.222 0.972 -2.543
C -2.763 1.567 -0.854
H -2.293 2.831 -4.134
F -1.237 0.995 2.095
H -9.748 0.437 -3.113
H -1.745 1.455 -0.465
C -7.881 0.593 -2.063
H -1.858 -1.840 -6.702
H 5.044 0.567 -0.204
O -0.246 -3.137 0.172
C 4.034 -0.980 0.938
H 0.046 -1.891 -4.279
H 1.243 -0.751 -2.139
H -4.722 2.015 -0.021

Its charge is -1. As for the energy above the lowest of the compared OMol25 structures with the same formula, charge and spin: 0.0000 eV. As for the gap between HOMO and LUMO: 6.2873 eV. The calculation puts the HOMO energy at -4.137 eV.

***

Record 2
C4H6N2O in the gas phase, computed with ωB97M-V/def2-TZVPD.

Element x y z (Å)
H 1.763 -1.240 -1.299
C 1.759 -1.473 -0.229
N -0.784 -0.521 -0.405
H -2.312 2.220 0.535
N -1.824 0.355 -0.319
C -1.546 1.467 0.368
H 0.511 1.923 0.197
C 0.138 0.089 0.306
H 2.762 -1.743 0.104
H -2.646 0.166 -0.864
C -0.205 1.372 0.744
O 1.384 -0.335 0.514
H 1.057 -2.286 -0.036

Its charge is 0. As for the energy above the lowest of the compared OMol25 structures with the same formula, charge and spin: 3.0407 eV. As for the gap between HOMO and LUMO: 9.6185 eV. The calculation puts the HOMO energy at -8.638 eV.

***

Record 3
2 unconnected molecules or ions with the total composition C3H10N3O, computed with ωB97M-V/def2-TZVPD.

Element x y z (Å)
H 1.591 0.610 1.850
H 2.069 -1.385 -0.888
C 1.078 -0.932 -0.471
C -2.269 -0.708 -0.494
N -0.231 0.794 -0.494
N -1.340 -0.455 0.604
H -1.543 0.428 1.055
O -0.535 1.964 -0.102
N 1.083 0.411 -0.231
H 2.981 0.935 0.516
H -3.349 -0.698 -0.246
C 1.862 1.053 0.848
H -2.145 0.117 -1.314
H 1.531 2.104 0.992
H 0.939 -1.491 0.421
H 0.280 -1.004 -1.236
H -2.002 -1.743 -0.810

Its charge is -1. As for the energy above the lowest of the compared OMol25 structures with the same formula, charge and spin: 5.5417 eV. As for the gap between HOMO and LUMO (spin up / spin down): 6.2064 / 6.2049 eV. The calculation puts the HOMO energy (spin up / spin down) at -1.955 / -1.953 eV.

***

Record 4
7 unconnected molecules or ions with the total composition C5H23NO8, computed with ωB97M-V/def2-TZVPD.

Element x y z (Å)
C -0.491 -0.294 -0.230
H 3.020 0.092 1.981
O -2.118 1.423 -0.611
H 2.102 1.242 0.136
H -0.878 3.017 -0.448
H -0.452 -3.443 -1.264
C -0.767 1.769 1.270
N -0.092 -2.512 -1.161
O -0.058 3.408 -0.787
H -0.007 0.038 -1.156
H -1.710 -2.796 2.658
H -1.421 2.060 2.103
H 1.041 -1.325 -2.542
O -1.350 1.841 -2.660
H -0.577 2.734 0.802
H -2.051 0.918 -1.432
H -2.229 0.118 0.902
C 1.141 -2.146 -1.831
H 1.875 -1.855 -1.066
O 2.147 0.112 1.569
O 2.236 1.991 -0.492
O -1.220 -1.966 2.681
H 0.430 -2.230 2.259
C -0.907 -1.688 -0.441
H 0.428 -0.372 0.376
O 1.218 -2.499 1.735
H 0.957 -2.542 0.814
H 2.718 2.665 0.003
C -1.409 0.692 0.455
H 0.745 2.875 -0.954
H -0.858 2.601 -2.261
H 1.699 -0.755 1.725
H 1.587 -3.014 -2.313
H -1.547 -1.568 1.848
O -1.896 -2.244 0.076
H 0.145 1.542 1.836
H -1.452 2.111 -3.584

Its charge is 0. As for the energy above the lowest of the compared OMol25 structures with the same formula, charge and spin: 2.4120 eV. As for the gap between HOMO and LUMO: 10.2678 eV. The calculation puts the HOMO energy at -9.890 eV.